(1)
{"formula": "C6H12N3O4S", "method": "ωB97M-V with the def2-TZVPD basis set", "elements": ["C", "C", "N", "O", "O", "S", "O", "O", "C", "C", "N", "N", "C", "C", "H", "H", "H", "H", "H", "H", "H", "H", "H", "H", "H", "H"], "xyz": [[1.49387, 0.68089, -3.11540], [0.29685, 0.33576, -2.19355], [-0.14439, -0.99892, -1.95863], [-1.13161, -1.10589, -1.21739], [0.33990, -2.01462, -2.40573], [1.26880, 0.24283, -0.19705], [2.09341, -0.93808, -0.07322], [1.86618, 1.52541, -0.06977], [-0.10357, 0.26348, 1.11651], [-0.83494, -1.07648, 1.03655], [-0.06731, -2.14999, 1.09930], [-2.17133, -1.09553, 1.06292], [0.36655, 0.89357, 2.44797], [-0.54423, 1.63618, 1.45499], [1.18463, 1.11968, -4.06628], [2.07489, -0.22055, -3.22524], [1.94711, 1.37447, -2.50891], [-0.49100, 1.06666, -2.02023], [0.93564, -2.04993, 1.13043], [-0.39236, -3.05430, 0.97258], [-2.77297, -0.57679, 0.52307], [-2.58126, -2.08291, 1.04617], [1.33206, 1.45621, 2.40984], [-0.00507, 0.54831, 3.31477], [-1.64058, 1.73510, 1.53160], [-0.09728, 2.45763, 0.88800]], "mulliken_charge": [-1.152, -0.232, 0.952, -0.537, -0.514, 1.143, -0.654, -0.595, 0.514, 0.293, -0.132, -0.475, -0.913, -0.545, 0.358, 0.339, 0.426, 0.483, 0.228, 0.234, 0.246, 0.304, 0.239, 0.446, 0.278, 0.266], "homo_ev": -14.04, "charge": 1, "lumo_ev": -4.83, "smiles": "C[C@@H]([N+](=O)[O-])S(=O)(=O)C1(C(N)=[NH2+])CC1", "energy_ha": -1098.79468, "de_lowest_kcal_mol": 78.6}

(2)
{"formula": "C31H52F7NO34S8", "method": "ωB97M-V with the def2-TZVPD basis set", "elements": ["C", "C", "C", "C", "C", "C", "C", "C", "C", "C", "N", "C", "C", "O", "C", "O", "C", "O", "O", "S", "O", "O", "C", "F", "F", "C", "F", "F", "C", "F", "F", "F", "H", "H", "H", "H", "H", "H", "H", "H", "H", "H", "H", "H", "H", "H", "H", "H", "H", "H", "H", "H", "H", "H", "H", "H", "O", "S", "O", "O", "C", "C", "O", "H", "H", "H", "H", "O", "S", "O", "O", "C", "C", "O", "H", "H", "H", "H", "O", "S", "O", "O", "C", "C", "O", "H", "H", "H", "H", "O", "S", "O", "O", "C", "C", "O", "H", "H", "H", "H", "O", "S", "O", "O", "C", "C", "O", "H", "H", "H", "H", "O", "S", "O", "O", "C", "C", "O", "H", "H", "H", "H", "O", "S", "O", "O", "C", "C", "O", "H", "H", "H", "H"], "xyz": [[2.53315, 1.52117, 2.40459], [3.42673, 1.27405, 1.06206], [4.98685, 1.63390, 1.07608], [2.71266, 0.77217, -0.08225], [2.99148, -0.59309, -0.86794], [2.17838, -1.87971, -0.34282], [0.88965, -1.57748, 0.56556], [1.28456, -1.89544, 2.09581], [-0.23143, -2.70383, 0.15023], [-1.42607, -2.80825, 1.25360], [-2.74333, -3.17569, 0.64290], [-3.63703, -3.93030, 1.57606], [-3.90657, -3.22845, 2.99909], [-2.88608, -3.55148, 4.01579], [-2.36258, -2.31815, 4.53819], [-3.01050, -1.48683, 5.22497], [-3.41150, -2.03777, -0.00471], [-3.18890, -1.84905, -1.24755], [-4.35313, -1.12814, 0.61925], [-3.71185, 0.40286, 0.84564], [-4.57167, 1.06787, 1.91567], [-2.29831, 0.43027, 1.36244], [-3.76213, 1.50211, -0.66069], [-3.26025, 2.79051, -0.23593], [-2.81208, 1.05587, -1.65872], [-5.18438, 1.58399, -1.40838], [-5.52305, 0.22466, -1.77295], [-5.01414, 2.32322, -2.62769], [-6.38486, 2.21071, -0.54059], [-7.38769, 2.63664, -1.49595], [-7.02177, 1.22573, 0.26800], [-6.04742, 3.36585, 0.20421], [1.54029, 2.06013, 2.12225], [3.14614, 2.13442, 3.17259], [2.25674, 0.52649, 2.90501], [5.46904, 1.20418, 0.11684], [5.06648, 2.78742, 0.98246], [5.48797, 1.30438, 2.05271], [1.86072, 1.44876, -0.49437], [4.12272, -0.83703, -0.73234], [2.83966, -0.46407, -2.01149], [1.86389, -2.49193, -1.27890], [2.93150, -2.56771, 0.21692], [0.38170, -0.56858, 0.39054], [2.37985, -1.57523, 2.33880], [0.52097, -1.52106, 2.86475], [1.28928, -3.05770, 2.19037], [-0.69880, -2.29638, -0.83265], [0.27241, -3.70728, -0.07376], [-1.45704, -1.89432, 1.95368], [-1.12636, -3.70411, 1.93337], [-3.10033, -4.93528, 1.79734], [-4.64074, -4.22813, 1.07280], [-4.89319, -3.69100, 3.40802], [-4.08330, -2.09810, 2.96256], [-1.24520, -2.09236, 4.33051], [4.80632, 3.22979, -1.04143], [5.49943, 2.47517, -2.04082], [6.30195, 1.32667, -1.73925], [6.38490, 3.50855, -2.92695], [5.99221, 3.42283, -4.29742], [4.53070, 3.00157, -4.27112], [4.43309, 2.06776, -3.19609], [6.61355, 2.66514, -4.78299], [6.13615, 4.38246, -4.79563], [4.21251, 2.54437, -5.20846], [3.87940, 3.85029, -4.04131], [4.65222, -1.28115, 2.44951], [5.12940, -2.62410, 2.62035], [5.35466, -3.51830, 1.52011], [4.17466, -3.36753, 3.70924], [4.96491, -3.81621, 4.80932], [6.13916, -2.85112, 4.88244], [6.47718, -2.57294, 3.52419], [5.30344, -4.83373, 4.59301], [4.37459, -3.81813, 5.72700], [6.99307, -3.27432, 5.41238], [5.84683, -1.90954, 5.35734], [-0.26800, 6.07261, -4.50506], [-1.55293, 6.56102, -4.09663], [-1.91275, 7.94616, -4.15489], [-1.85143, 6.00970, -2.59882], [-3.05479, 5.24149, -2.60310], [-3.15958, 4.66437, -4.00712], [-2.69381, 5.70134, -4.87000], [-3.88994, 5.91514, -2.38988], [-3.01289, 4.46398, -1.83979], [-4.17989, 4.37865, -4.26446], [-2.49860, 3.80086, -4.12926], [-12.85387, -1.29197, -2.39526], [-12.11116, -0.46640, -1.48898], [-12.72182, 0.54587, -0.67886], [-10.87621, 0.19879, -2.30669], [-9.64215, -0.17125, -1.69136], [-9.90349, -1.52117, -1.04052], [-11.23071, -1.43253, -0.52387], [-9.39459, 0.58648, -0.94248], [-8.84531, -0.21954, -2.43511], [-9.19357, -1.74311, -0.24302], [-9.88220, -2.32700, -1.78022], [10.69676, 6.45349, -5.11940], [9.87055, 5.71743, -4.20781], [9.14992, 4.53931, -4.58859], [8.83458, 6.75545, -3.51134], [9.00830, 6.72577, -2.09418], [10.46451, 6.34229, -1.87485], [10.74937, 5.37572, -2.88577], [8.33438, 5.96802, -1.68408], [8.76771, 7.69742, -1.66043], [10.63991, 5.92511, -0.88286], [11.12638, 7.19952, -2.03081], [8.65986, -3.68030, 1.74846], [8.08307, -3.96147, 0.46540], [6.71156, -3.69000, 0.15397], [8.40384, -5.51109, 0.09533], [9.13311, -5.56866, -1.13062], [9.90603, -4.25901, -1.20282], [9.01886, -3.27501, -0.67445], [8.41431, -5.64869, -1.95125], [9.79274, -6.43769, -1.14068], [10.19987, -4.00471, -2.22168], [10.79491, -4.29010, -0.56525], [-11.59357, -5.38421, 3.16694], [-10.80797, -4.18611, 3.11658], [-9.37601, -4.19632, 3.05368], [-11.26635, -3.22853, 4.34525], [-11.72040, -1.97603, 3.83109], [-12.25815, -2.28244, 2.44144], [-11.36765, -3.26017, 1.90529], [-10.86399, -1.29725, 3.78210], [-12.48331, -1.54981, 4.48405], [-12.28863, -1.39885, 1.80351], [-13.25624, -2.72759, 2.49381]], "mulliken_charge": [-1.105, 0.729, -0.990, -0.226, -0.299, -0.810, 1.237, -0.870, -1.273, 0.045, 0.327, -0.710, -0.158, -0.362, 0.412, -0.493, 0.012, -0.489, -0.035, 1.216, -0.621, -0.564, 0.431, -0.236, -0.254, 0.460, -0.190, -0.230, 0.561, -0.254, -0.162, -0.215, 0.275, 0.349, 0.084, -0.111, 0.397, 0.357, 0.234, 0.043, 0.293, 0.437, 0.120, 0.246, -0.250, 0.064, 0.318, 0.230, 0.335, -0.201, 0.462, 0.373, 0.343, 0.318, 0.209, 0.272, -0.558, 1.143, -0.643, -0.209, -0.352, -0.460, -0.292, 0.279, 0.366, 0.308, 0.327, -0.485, 1.232, -0.583, -0.293, -0.345, -0.415, -0.301, 0.281, 0.323, 0.338, 0.261, -0.504, 1.071, -0.542, -0.324, 0.072, -0.306, -0.366, 0.320, -0.069, 0.282, 0.367, -0.547, 1.069, -0.552, -0.330, -0.183, -0.355, -0.253, 0.163, 0.271, 0.345, 0.316, -0.559, 1.099, -0.475, -0.300, -0.206, -0.338, -0.314, 0.185, 0.310, 0.319, 0.290, -0.600, 1.255, -0.468, -0.349, -0.352, -0.378, -0.303, 0.283, 0.308, 0.314, 0.298, -0.555, 1.067, -0.510, -0.316, -0.356, -0.152, -0.216, 0.289, 0.319, 0.211, 0.250], "homo_ev": -6.75, "lumo_ev": -1.47, "smiles": "CC(C)=CCC[C@H](C)CCN(CCOC=O)C(=O)OS(=O)(=O)C(F)(F)C(F)(F)C(F)(F)F.O=S1(=O)OCCO1.O=S1(=O)OCCO1.O=S1(=O)OCCO1.O=S1(=O)OCCO1.O=S1(=O)OCCO1.O=S1(=O)OCCO1.O=S1(=O)OCCO1", "energy_ha": -7709.28623}

(3)
{"formula": "C23H25BrN3O3Ti", "method": "ωB97M-V with the def2-TZVPD basis set", "elements": ["Ti", "C", "C", "C", "C", "C", "C", "C", "H", "H", "H", "H", "H", "H", "H", "H", "Br", "C", "C", "C", "C", "C", "N", "C", "O", "O", "H", "H", "H", "C", "C", "N", "C", "C", "C", "O", "C", "C", "C", "C", "N", "C", "H", "H", "H", "H", "H", "H", "H", "H", "H", "H", "H", "H", "H", "H"], "xyz": [[-0.54205, 2.04826, -1.46532], [-0.72303, 5.37431, 0.23594], [-1.49128, 4.08596, 0.33549], [-2.85398, 4.05290, -0.00713], [-3.64917, 2.98349, 0.34222], [-3.11563, 1.89726, 1.04007], [-1.77220, 1.88378, 1.34490], [-0.95097, 2.96614, 0.97135], [-0.97689, 5.92750, -0.66626], [0.35253, 5.21126, 0.24377], [-0.98062, 5.99158, 1.09904], [-3.28520, 4.90690, -0.51495], [-4.69989, 2.99131, 0.08369], [-3.74922, 1.07434, 1.34213], [-1.35564, 1.06875, 1.92670], [0.06577, 3.01717, 1.34886], [0.57984, 3.91872, -2.49141], [0.95610, 0.84136, -3.92789], [1.12574, 0.29448, -5.18479], [-0.02611, -0.20255, -5.76772], [-1.24526, -0.13284, -5.08376], [-1.25824, 0.43725, -3.84232], [-0.14683, 0.94613, -3.25654], [-2.49705, 0.63195, -3.01018], [-3.55508, 0.14690, -3.24860], [-2.21436, 1.42755, -1.94822], [2.08584, 0.26634, -5.67759], [0.01150, -0.64145, -6.75697], [-2.16802, -0.50783, -5.50345], [0.27467, -3.90745, 4.34873], [-0.00535, -4.11557, 2.87230], [0.78601, -3.22982, 2.00218], [1.89759, -3.82900, 1.26307], [3.03201, -4.27998, 2.16572], [0.32761, -1.97551, 1.84051], [-0.71608, -1.56493, 2.33271], [1.10275, -0.99288, 0.99910], [2.42953, -0.63663, 1.17866], [2.95002, 0.43888, 0.47435], [2.11889, 1.15713, -0.36364], [0.82904, 0.82299, -0.52191], [0.34691, -0.24497, 0.11803], [-0.29696, -4.62275, 4.94068], [-0.02260, -2.90533, 4.65619], [1.33143, -4.04516, 4.57949], [-1.05669, -3.92973, 2.65852], [0.22126, -5.13705, 2.56419], [2.25231, -3.11834, 0.51930], [1.50090, -4.68017, 0.70399], [3.40295, -3.46110, 2.78546], [3.86031, -4.65977, 1.56667], [2.71823, -5.08176, 2.83453], [3.05030, -1.18591, 1.87650], [3.98138, 0.74167, 0.58625], [2.46271, 2.02442, -0.91148], [-0.69974, -0.48819, -0.03119]], "mulliken_charge": [0.604, -1.688, 0.965, -0.455, -0.591, -0.538, -0.383, -0.786, 0.390, 0.359, 0.417, 0.445, 0.442, 0.476, 0.569, 0.577, -0.465, 0.311, -0.865, -0.140, -0.728, 0.257, 0.353, 0.456, -0.553, -0.358, 0.423, 0.445, 0.504, -1.066, -0.796, 0.135, -0.644, -1.161, 0.354, -0.651, -0.594, 0.339, -1.070, -0.461, 0.621, -0.346, 0.383, 0.306, 0.283, 0.404, 0.417, 0.477, 0.365, 0.299, 0.399, 0.346, 0.534, 0.450, 0.538, 0.698], "homo_ev": [-11.45, -12.20], "charge": 1, "s_squared": 2.01, "lumo_ev": [-3.43, -4.08], "energy_ha": -4704.79275, "de_lowest_kcal_mol": 21.2, "spin_multiplicity": 3}

(4)
{"formula": "C29H19Cl2IN10O2Sn", "method": "ωB97M-V with the def2-TZVPD basis set", "elements": ["Sn", "Cl", "C", "C", "C", "N", "C", "O", "C", "C", "C", "C", "C", "N", "C", "C", "C", "Cl", "N", "C", "O", "C", "C", "C", "C", "C", "N", "H", "H", "H", "H", "H", "H", "H", "H", "H", "H", "N", "C", "N", "C", "N", "C", "C", "N", "C", "C", "N", "H", "H", "H", "H", "H", "I", "C", "C", "C", "C", "N", "C", "H", "H", "H", "H"], "xyz": [[0.45445, -0.48798, 0.03952], [6.10391, 3.17337, -2.06062], [5.12375, 2.00117, -1.25534], [3.76414, 2.22738, -1.13754], [2.94838, 1.30102, -0.49957], [1.59810, 1.47991, -0.25518], [0.96043, 2.63342, -0.48120], [1.28357, 3.58009, -1.19511], [-0.33750, 2.71665, 0.27784], [-0.98261, 3.94787, 0.36799], [-2.16584, 4.03837, 1.07449], [-2.66804, 2.89321, 1.67693], [-1.96068, 1.71329, 1.53358], [-0.82506, 1.62402, 0.85915], [3.51748, 0.11562, 0.03427], [4.88627, -0.08015, -0.07493], [5.68551, 0.85122, -0.72037], [7.38077, 0.56096, -0.84977], [2.64847, -0.80489, 0.61432], [3.07290, -1.64098, 1.57623], [4.16651, -1.67031, 2.12345], [2.04863, -2.65305, 2.02724], [2.27040, -3.29648, 3.24332], [1.42809, -4.32154, 3.62590], [0.41053, -4.69959, 2.76112], [0.25473, -3.98702, 1.58318], [1.03196, -2.97136, 1.23103], [3.33598, 3.14060, -1.52083], [-0.53404, 4.79583, -0.12599], [-2.69579, 4.97610, 1.14889], [-3.58669, 2.91791, 2.24137], [-2.31689, 0.79059, 1.96620], [5.34232, -0.95716, 0.35395], [3.10618, -2.98280, 3.84830], [1.56296, -4.82570, 4.57188], [-0.24047, -5.52915, 2.99315], [-0.52186, -4.25178, 0.87754], [-3.58551, -1.19739, -2.75542], [-2.24158, -1.25695, -2.75298], [-1.81886, -1.55376, -1.55141], [-2.95877, -1.68135, -0.82442], [-4.04902, -1.47482, -1.53722], [-2.95966, -2.07643, 0.57240], [-3.96602, -2.90247, 1.08403], [-3.91669, -3.36341, 2.31784], [-2.89636, -2.98252, 3.07202], [-1.92852, -2.10809, 2.59207], [-1.95379, -1.67036, 1.34332], [-4.22654, -0.96117, -3.49684], [-1.62342, -1.09126, -3.60993], [-4.80534, -3.20413, 0.47495], [-2.86161, -3.38253, 4.07508], [-1.11291, -1.75153, 3.20662], [-3.71886, 3.76632, -2.62620], [-1.85087, 2.83502, -2.90762], [-0.92022, 3.34391, -3.79630], [0.27864, 2.66197, -3.93421], [0.47848, 1.51150, -3.18707], [-0.42091, 1.03217, -2.34295], [-1.55940, 1.68815, -2.19646], [-1.12243, 4.23816, -4.36579], [1.04607, 3.02924, -4.59740], [1.40190, 0.95189, -3.25007], [-2.25876, 1.28119, -1.48041]], "mulliken_charge": [0.891, -0.229, -0.209, -0.498, 0.099, 0.112, 0.027, -0.733, 0.407, -0.748, -0.479, -0.816, -0.126, 0.294, 0.048, -0.611, 0.142, -0.230, -0.058, 0.207, -0.713, 0.391, -0.409, -0.423, -0.642, -0.422, -0.208, 0.707, 0.505, 0.477, 0.448, 0.304, 0.564, 0.451, 0.444, 0.463, 0.472, 0.312, -0.524, -0.111, 0.626, -0.788, -0.118, -0.359, -0.619, -0.328, -0.623, 0.512, 0.215, 0.497, 0.489, 0.428, 0.440, 0.080, -0.831, 0.004, -0.904, -0.475, 0.168, 0.049, 0.414, 0.466, 0.488, 0.594], "homo_ev": -7.02, "lumo_ev": -0.44, "energy_ha": -3247.01050, "de_lowest_kcal_mol": 12.6}

(5)
{"formula": "C2HCuLiO2", "method": "ωB97M-V with the def2-TZVPD basis set", "elements": ["O", "C", "C", "H", "Li", "Cu", "O"], "xyz": [[2.06362, 1.34824, -1.08808], [0.91163, 1.16604, -0.84397], [-0.29083, 0.87628, -0.49372], [-1.18214, 1.29956, -0.95968], [-0.54835, 0.36707, 1.57788], [-0.68730, -1.51590, -0.33154], [-1.44509, -1.26133, 1.76631]], "mulliken_charge": [-0.473, 1.235, -1.742, 0.337, 0.848, 0.550, -0.754], "homo_ev": [-8.67, -8.56], "s_squared": 0.76, "lumo_ev": [-0.89, -0.88], "energy_ha": -1875.18288, "spin_multiplicity": 2}

(6)
{"formula": "C3H4N3O2", "method": "ωB97M-V with the def2-TZVPD basis set", "elements": ["O", "N", "C", "C", "N", "C", "N", "O", "H", "H", "H", "H"], "xyz": [[1.78726, -1.30153, -0.01436], [0.68268, -0.84091, -0.00990], [-0.55534, -1.32109, 0.06079], [-1.62416, -0.44694, 0.02929], [-1.54528, 0.85537, -0.05270], [-0.36610, 1.41030, 0.06430], [0.76640, 0.77908, -0.04643], [2.02589, 1.08852, 0.09640], [-0.78735, -2.33156, 0.19144], [-2.59326, -0.77347, 0.00389], [-0.23583, 2.42840, 0.22389], [2.44509, 0.45383, -0.54660]], "mulliken_charge": [-0.610, 0.586, -0.133, -0.177, -0.427, 0.040, 0.211, -0.316, 0.472, 0.468, 0.459, 0.425], "homo_ev": -15.65, "charge": 1, "lumo_ev": -6.45, "smiles": "O=[n+]1ccncn1O", "energy_ha": -430.99619, "de_lowest_kcal_mol": 147.4}